No. 1
This record from OMol25 describes a molecular structure, C2H19B4O2Tl in a non-equilibrium geometry. The level of theory is ωB97M-V/def2-TZVPD.

## Properties
- LUMO energy (Ha) = 0.028
- HOMO level (eV) = -3.131
- net charge = -2
- HOMO-LUMO gap (eV) = 3.88

```
28
C2H19B4O2Tl | OMol25 | ωB97M-V/def2-TZVPD
Tl -0.88 -0.56 0.85
B -0.32 2.17 1.99
H 0.59 1.60 1.82
H -0.84 1.64 2.78
H -0.10 3.14 2.40
H -0.93 2.16 1.10
B -1.90 0.87 -2.51
H -1.88 0.45 -1.52
H -2.02 0.03 -3.18
H -2.79 1.47 -2.57
H -0.97 1.34 -2.77
B -0.43 -2.40 -1.57
H 0.53 -2.48 -2.06
H -1.17 -2.93 -2.14
H -0.32 -2.65 -0.52
H -0.68 -1.36 -1.68
B -1.26 -2.50 3.09
H -1.35 -3.32 3.79
H -1.53 -1.55 3.53
H -0.20 -2.45 2.92
H -1.76 -2.63 2.14
C 3.34 1.71 -0.41
C 2.25 1.01 -1.32
O 1.40 0.18 -0.95
O 2.49 1.11 -2.53
H 3.27 2.78 -0.58
H 4.38 1.63 -0.73
H 3.08 1.54 0.63
```

In elementary charge units, the Löwdin charges are:
1. Tl 1.265
2. B -0.443
3. H -0.106
4. H -0.084
5. H -0.055
6. H -0.087
7. B -0.355
8. H -0.119
9. H -0.031
10. H -0.086
11. H -0.059
12. B -0.361
13. H -0.024
14. H -0.037
15. H -0.096
16. H -0.073
17. B -0.447
18. H -0.061
19. H -0.088
20. H -0.085
21. H -0.107
22. C -0.011
23. C -0.676
24. O 0.021
25. O 0.021
26. H 0.060
27. H 0.061
28. H 0.061


No. 2
This record from OMol25 describes 10 unconnected molecules or ions with the total composition C2H21O11 in a non-equilibrium geometry. The level of theory is ωB97M-V/def2-TZVPD.

## Properties
- 2S+1 = 2
- LUMO energy (alpha / beta) (Ha) = -0.025 / -0.236
- energy relative to the best compared isomer or geometry (same formula, charge and spin) (kcal/mol) = 3.1
- HOMO level (alpha / beta) (eV) = -11.426 / -11.425
- expectation value of S² = 0.7583
- HOMO-LUMO gap (alpha / beta) (eV) = 10.73 / 5.01

```
34
C2H21O11 | OMol25 | ωB97M-V/def2-TZVPD
C 0.94 0.58 0.16
C -0.17 -0.22 -0.43
O -1.09 0.36 -1.06
O -0.03 -1.46 -0.45
H 1.25 0.18 1.13
H 0.67 1.60 0.44
H 1.79 0.59 -0.53
O -2.52 -1.92 -2.04
H -3.14 -1.24 -1.78
H -1.68 -1.64 -1.67
O -3.01 0.44 1.01
H -2.40 0.11 1.67
H -2.47 0.54 0.23
O -1.59 -3.48 0.87
H -2.42 -3.35 0.41
H -0.98 -2.88 0.44
O -1.93 3.13 -0.35
H -2.69 3.22 -0.92
H -1.60 2.25 -0.51
O 2.67 -2.10 1.15
H 2.32 -1.58 1.87
H 2.06 -1.96 0.43
O 2.07 -2.98 -2.08
H 1.37 -2.60 -1.56
H 2.52 -2.23 -2.47
O -0.40 1.78 -3.36
H 0.33 2.33 -3.11
H -0.57 1.25 -2.58
O 1.79 -0.61 3.48
H 0.97 -1.08 3.62
H 1.57 0.31 3.62
O 2.20 3.96 1.74
H 1.34 4.21 1.40
H 2.82 4.47 1.22
```

In elementary charge units, the Löwdin charges are:
1. C 0.068
2. C -0.570
3. O 0.133
4. O 0.143
5. H 0.078
6. H 0.098
7. H 0.127
8. O -0.011
9. H 0.040
10. H -0.022
11. O -0.023
12. H 0.039
13. H -0.029
14. O -0.047
15. H 0.028
16. H -0.025
17. O -0.032
18. H 0.052
19. H -0.030
20. O -0.032
21. H -0.025
22. H -0.020
23. O -0.027
24. H -0.015
25. H 0.037
26. O -0.031
27. H 0.037
28. H -0.027
29. O -0.028
30. H 0.057
31. H 0.053
32. O -0.053
33. H 0.026
34. H 0.033


No. 3
This record from OMol25 describes 9 unconnected molecules or ions with the total composition C2H22O9 in a non-equilibrium geometry. The level of theory is ωB97M-V/def2-TZVPD.

## Properties
- LUMO energy (Ha) = 0.003
- energy relative to the best compared isomer or geometry (same formula, charge and spin) (kcal/mol) = 30.8
- SMILES string = CCO.O.O.O.O.O.O.O.O
- HOMO level (eV) = -10.749
- HOMO-LUMO gap (eV) = 10.84

```
33
C2H22O9 | OMol25 | ωB97M-V/def2-TZVPD
O -2.29 -1.62 0.28
H -3.09 -1.32 0.72
H -1.58 -1.18 0.75
O 3.12 0.82 4.92
H 3.93 0.73 4.42
H 3.32 1.47 5.60
O 6.11 -0.31 -1.22
H 6.20 -1.03 -0.59
H 7.00 0.02 -1.32
O -3.29 1.50 -3.55
H -2.44 1.09 -3.38
H -3.71 0.91 -4.19
O -1.31 -5.34 0.07
H -0.41 -5.38 0.37
H -1.48 -4.41 -0.09
O -1.80 0.62 4.54
H -1.16 0.51 3.83
H -2.06 -0.27 4.78
O -4.51 3.52 -0.55
H -4.65 2.76 0.01
H -4.39 3.16 -1.42
O 0.22 -1.02 -4.75
H 0.80 -1.17 -4.01
H -0.37 -1.78 -4.75
C 0.58 1.48 -0.77
C 1.10 0.29 0.13
O 0.55 0.37 1.42
H 0.79 1.27 -1.82
H 1.07 2.38 -0.43
H -0.51 1.51 -0.71
H 2.19 0.30 0.13
H 0.84 -0.67 -0.32
H 1.26 0.79 1.91
```

In elementary charge units, the Löwdin charges are:
1. O -0.045
2. H 0.035
3. H 0.010
4. O -0.053
5. H 0.026
6. H 0.031
7. O -0.056
8. H 0.026
9. H 0.029
10. O -0.047
11. H 0.024
12. H 0.033
13. O -0.053
14. H 0.027
15. H 0.011
16. O -0.050
17. H 0.012
18. H 0.029
19. O -0.054
20. H 0.025
21. H 0.013
22. O -0.053
23. H 0.024
24. H 0.030
25. C -0.061
26. C -0.323
27. O -0.078
28. H 0.062
29. H 0.071
30. H 0.066
31. H 0.106
32. H 0.098
33. H 0.083


No. 4
This record from OMol25 describes 9 unconnected molecules or ions with the total composition C2H24NO8 in a non-equilibrium geometry. The level of theory is ωB97M-V/def2-TZVPD.

## Properties
- LUMO energy (Ha) = -0.090
- energy relative to the best compared isomer or geometry (same formula, charge and spin) (kcal/mol) = 0.0
- HOMO level (eV) = -14.540
- net charge = +1
- HOMO-LUMO gap (eV) = 12.08

```
35
C2H24NO8 | OMol25 | ωB97M-V/def2-TZVPD
C 0.34 -0.20 2.00
N -0.98 0.19 1.49
C -1.87 0.70 2.58
H 1.00 -0.54 1.18
H 0.83 0.60 2.57
H 0.28 -1.12 2.64
H -1.43 -0.59 1.00
H -0.87 0.98 0.71
H -1.99 -0.08 3.33
H -2.87 1.04 2.20
H -1.39 1.58 3.06
H -0.70 -2.71 0.44
H -2.16 -3.08 0.28
O -1.56 -2.35 0.27
H 0.42 3.24 -2.90
H 1.22 2.30 -1.92
O 0.43 2.84 -2.03
H -2.31 1.45 -1.59
H -0.82 1.80 -1.47
O -1.49 1.16 -1.18
H 1.42 -2.36 -0.10
H 1.47 -3.76 0.65
O 1.04 -2.89 0.64
H 2.18 0.24 -1.30
H 3.30 1.33 -1.26
O 2.36 1.18 -1.23
H 2.19 -1.85 -2.22
H 0.81 -1.36 -1.75
O 1.74 -1.42 -1.51
H -1.15 -1.74 -1.33
H -1.04 -0.33 -1.91
O -0.78 -1.25 -2.07
H 1.35 1.85 -0.01
H 0.42 2.98 0.17
O 0.62 2.15 0.57
```

In elementary charge units, the Löwdin charges are:
1. C -0.059
2. N -0.091
3. C -0.012
4. H 0.085
5. H 0.106
6. H 0.114
7. H 0.106
8. H 0.149
9. H 0.093
10. H 0.117
11. H 0.111
12. H -0.003
13. H 0.082
14. O -0.028
15. H 0.088
16. H 0.011
17. O -0.047
18. H 0.090
19. H 0.009
20. O -0.052
21. H 0.014
22. H 0.085
23. O -0.069
24. H 0.018
25. H 0.094
26. O -0.030
27. H 0.095
28. H -0.012
29. O -0.035
30. H 0.003
31. H 0.011
32. O -0.043
33. H 0.019
34. H 0.040
35. O -0.060


No. 5
This record from OMol25 describes a molecular structure, C2H25MnO20P in a non-equilibrium geometry. The level of theory is ωB97M-V/def2-TZVPD.

## Properties
- 2S+1 = 7
- LUMO energy (alpha / beta) (Ha) = -0.189 / -0.197
- HOMO level (alpha / beta) (eV) = -8.929 / -9.388
- net charge = +1
- expectation value of S² = 12.0114
- HOMO-LUMO gap (alpha / beta) (eV) = 3.79 / 4.02

```
49
C2H25MnO20P | OMol25 | ωB97M-V/def2-TZVPD
O 14.10 -14.82 13.88
H 14.90 -14.30 13.76
H 13.60 -14.46 14.62
H 14.34 -15.72 14.11
O 12.59 -19.86 14.96
H 12.96 -19.45 14.17
H 12.53 -20.80 14.77
H 13.28 -19.78 15.62
O 16.74 -20.74 13.19
H 16.33 -19.96 13.58
H 16.11 -21.24 12.66
H 17.10 -21.31 13.87
O 17.82 -16.73 12.82
H 17.97 -15.82 12.56
H 16.93 -17.00 12.57
H 17.93 -16.82 13.77
O 14.14 -15.80 10.86
H 14.57 -16.39 11.49
H 14.56 -14.95 11.03
H 13.19 -15.80 10.97
Mn 15.69 -17.58 15.88
C 17.02 -15.47 16.46
O 17.68 -14.51 16.74
O 17.45 -16.37 15.75
O 15.83 -15.67 16.79
C 14.96 -19.54 17.40
O 14.21 -18.67 17.05
O 14.54 -20.68 17.76
O 16.11 -19.23 17.23
P 14.99 -18.14 13.37
O 14.32 -17.27 14.47
O 15.56 -17.30 12.20
O 14.05 -19.24 12.94
O 16.23 -18.59 14.24
O 11.83 -16.99 15.25
H 12.77 -17.08 15.08
H 11.76 -16.17 15.73
O 14.76 -21.28 11.46
H 14.40 -20.61 12.04
H 14.74 -20.89 10.59
O 16.45 -17.80 9.76
H 15.54 -17.93 9.51
H 16.45 -17.86 10.71
O 18.65 -19.24 14.91
H 18.65 -19.93 15.57
H 17.73 -19.12 14.69
O 12.32 -18.93 11.00
H 11.75 -19.67 11.23
H 12.98 -18.92 11.68
```

In elementary charge units, the Löwdin charges are:
1. O 0.327
2. H 0.182
3. H 0.185
4. H 0.040
5. O 0.328
6. H 0.065
7. H 0.183
8. H 0.110
9. O 0.294
10. H 0.015
11. H 0.100
12. H 0.176
13. O 0.308
14. H 0.177
15. H -0.006
16. H 0.109
17. O 0.333
18. H 0.020
19. H 0.174
20. H 0.185
21. Mn 0.879
22. C -1.110
23. O 0.034
24. O -0.104
25. O -0.109
26. C -0.999
27. O 0.073
28. O 0.198
29. O 0.115
30. P 0.239
31. O -0.376
32. O -0.305
33. O -0.303
34. O -0.374
35. O -0.043
36. H -0.052
37. H 0.043
38. O -0.024
39. H -0.030
40. H 0.072
41. O -0.035
42. H 0.030
43. H -0.022
44. O -0.027
45. H 0.048
46. H -0.058
47. O -0.052
48. H 0.046
49. H -0.056


No. 6
This record from OMol25 describes 11 unconnected molecules or ions with the total composition C2H26N4O11 in a non-equilibrium geometry. The level of theory is ωB97M-V/def2-TZVPD.

## Properties
- 2S+1 = 2
- LUMO energy (alpha / beta) (Ha) = -0.126 / -0.333
- HOMO level (alpha / beta) (eV) = -12.164 / -12.163
- net charge = +1
- expectation value of S² = 0.7538
- HOMO-LUMO gap (alpha / beta) (eV) = 8.73 / 3.09

```
43
C2H26N4O11 | OMol25 | ωB97M-V/def2-TZVPD
C 2.21 1.91 -3.03
O 1.55 1.41 -3.86
N 2.08 1.81 -1.78
N 3.20 2.64 -3.35
H 2.73 2.23 -1.14
H 1.27 1.28 -1.47
H 3.90 2.96 -2.69
H 3.41 2.55 -4.34
C -1.62 -3.18 -1.10
O -1.41 -2.40 -0.18
N -2.67 -3.98 -1.07
N -0.92 -3.51 -2.13
H -3.00 -4.52 -1.86
H -3.22 -4.06 -0.22
H -0.02 -3.09 -2.28
H -1.28 -4.30 -2.64
O 1.28 1.76 3.39
H 2.22 1.74 3.21
H 0.93 2.36 2.74
O 2.63 -0.32 0.62
H 3.11 0.50 0.57
H 1.71 -0.06 0.60
O -0.52 -0.67 3.22
H -0.06 0.15 3.11
H 0.16 -1.35 3.16
O 0.34 4.00 1.73
H 0.88 4.53 2.32
H -0.19 4.64 1.25
O -3.22 -0.74 1.71
H -2.41 -0.99 2.15
H -3.04 0.13 1.36
O -2.57 1.80 0.09
H -2.67 1.43 -0.79
H -2.38 2.72 -0.06
O 0.06 0.53 0.56
H -0.47 0.06 1.20
H -0.16 1.45 0.69
O -0.21 -0.13 -1.93
H -0.56 -1.02 -1.96
H -0.02 0.02 -1.00
O -0.50 -3.40 2.10
H -0.60 -2.81 1.36
H 0.07 -4.10 1.77
```

In elementary charge units, the Löwdin charges are:
1. C -0.694
2. O 0.450
3. N 0.274
4. N 0.252
5. H 0.159
6. H 0.098
7. H 0.163
8. H 0.159
9. C -0.733
10. O 0.031
11. N 0.169
12. N 0.181
13. H 0.112
14. H 0.131
15. H 0.128
16. H 0.126
17. O -0.024
18. H 0.050
19. H -0.016
20. O -0.043
21. H 0.012
22. H -0.036
23. O -0.029
24. H -0.003
25. H 0.043
26. O -0.039
27. H 0.057
28. H 0.051
29. O -0.047
30. H -0.012
31. H -0.016
32. O -0.023
33. H 0.055
34. H 0.044
35. O -0.043
36. H 0.047
37. H 0.060
38. O -0.030
39. H 0.014
40. H -0.038
41. O -0.049
42. H -0.028
43. H 0.039